The following is a quantum chemistry calculation of 2 unconnected molecules or ions with the total composition C2H4N4O2, from the OMol25 dataset.

Properties
Charge: 0
Total energy in Eh: -447.83266
Kohn-Sham gap (alpha / beta) in Ha: 0.3021 / 0.2870
Energy relative to the best compared isomer or geometry (same formula, charge and spin) in kcal/mol: 169.3
Highest occupied orbital energy (alpha / beta) in hartree: -0.3569 / -0.3320

Last columns: bonded neighbours and bond lengths (Å).
Element x y z (Å)
1 C 1.63127 0.27705 -0.41690  N3 1.469, N5 1.448, H9 1.042, H10 1.016
2 C -0.44946 0.14350 0.18128  N4 1.389, N5 1.341, N6 1.459
3 N 1.04463 1.62203 -0.34016  C1 1.469, N4 1.265
4 N -0.12914 1.49332 0.11305  C2 1.389, N3 1.265
5 N 0.50052 -0.62594 -0.36995  C1 1.448, C2 1.341, H12 1.067
6 N -1.80481 -0.35688 -0.02122  C2 1.459, O7 1.197, O8 1.201
7 O -2.76046 0.24021 0.38259  N6 1.197
8 O -1.81460 -1.45999 -0.49663  N6 1.201
9 H 2.16020 0.14293 -1.30425  C1 1.042
10 H 2.24243 0.18965 0.38957  C1 1.016
11 H -0.91059 -0.01041 2.06980  no bonds
12 H 0.29002 -1.65548 -0.18718  N5 1.067